Entry from OMol25: C44H64OP3PbS5Si as an isolated structure in a non-equilibrium geometry (the ωB97M-V functional and the def2-TZVPD basis).

```
! RIJCOSX wB97M-V def2-TZVPD def2/J DEFGRID3
* xyz 1 1
Pb 2.08911 -0.18984 0.03817
C -4.17067 4.48411 0.06341
C -4.64906 3.25267 0.81825
C -5.48137 2.39858 -0.20434
P -3.08732 2.34425 1.40311
C -2.59063 3.48303 2.81742
C -1.13715 3.25402 3.23748
C -3.49165 3.59793 4.04883
C -3.71427 0.79407 2.19623
C -4.87346 0.79274 2.98489
C -5.28583 -0.32766 3.65790
C -4.55572 -1.51755 3.63369
C -3.41680 -1.57428 2.82467
C -3.00456 -0.43370 2.08439
Si -1.64346 -0.64781 0.79802
C -2.37589 -0.24222 -0.93049
C -3.77144 -0.25312 -1.06021
C -4.41393 -0.33671 -2.29305
C -3.67164 -0.33077 -3.48092
C -2.28752 -0.34460 -3.37027
C -1.65658 -0.28555 -2.12770
P 0.15632 -0.14508 -2.20689
C 0.30793 1.68224 -2.68322
C -0.66230 2.47442 -1.76771
C 0.15590 2.03290 -4.17856
C 0.74819 -1.11262 -3.65283
C 0.19709 -2.52431 -3.65744
C 2.27332 -1.15137 -3.60848
C -1.44567 -2.48459 0.41329
C -2.74431 -3.03015 0.28550
C -2.92201 -4.36129 -0.01381
C -1.89219 -5.16381 -0.39166
C -0.62278 -4.64715 -0.31767
C -0.36453 -3.34757 0.15685
P 1.37547 -2.87024 0.49047
C 2.57999 -3.85909 -0.52716
C 3.97258 -3.23262 -0.36544
C 2.78690 -5.37254 -0.36186
C 1.70658 -3.41341 2.23158
C 1.17619 -2.45369 3.27559
C 1.16829 -4.81347 2.57134
H -4.98984 4.88993 -0.51189
H -3.46663 4.20063 -0.71085
H -3.62773 5.23864 0.63396
H -5.21040 3.51226 1.69726
H -4.84818 2.12995 -1.07749
H -6.27571 3.03211 -0.57578
H -5.96989 1.53475 0.18713
H -2.67396 4.46951 2.32448
H -0.98521 2.38409 3.83652
H -0.82811 4.08608 3.86787
H -0.47610 3.23526 2.36380
H -3.63273 2.58588 4.47536
H -4.48455 4.03745 3.85337
H -3.01793 4.24499 4.79276
H -5.45629 1.69972 3.01506
H -6.17240 -0.28364 4.24685
H -4.87798 -2.38046 4.15508
H -2.89783 -2.51108 2.64591
H -4.39394 -0.14031 -0.18595
H -5.48095 -0.20052 -2.38230
H -4.17155 -0.35809 -4.43434
H -1.67086 -0.23771 -4.26442
H 1.30810 1.90266 -2.39527
H -1.66713 2.32787 -2.13576
H -0.39384 3.51222 -1.88836
H -0.67626 2.15137 -0.71139
H -0.84924 1.76441 -4.53314
H 0.85723 1.51156 -4.83946
H 0.29989 3.08387 -4.32443
H 0.41367 -0.60827 -4.56197
H 0.35561 -3.03502 -2.67281
H 0.72942 -3.12384 -4.40720
H -0.88194 -2.53926 -3.83315
H 2.61454 -1.57007 -2.67146
H 2.72923 -0.14550 -3.64534
H 2.66631 -1.76282 -4.42810
H -3.61585 -2.42708 0.40921
H -3.91978 -4.70978 0.05527
H -2.01944 -6.19529 -0.71034
H 0.19514 -5.30201 -0.51208
H 2.27574 -3.67427 -1.54761
H 4.29805 -3.20400 0.63556
H 4.01265 -2.18485 -0.71569
H 4.75425 -3.77351 -0.90338
H 3.42551 -5.58069 0.51171
H 3.34454 -5.80891 -1.20244
H 1.88275 -5.97529 -0.22736
H 2.79597 -3.41974 2.26377
H 0.09132 -2.40878 3.27044
H 1.48762 -1.41190 3.23440
H 1.45143 -2.79932 4.26915
H 0.09979 -4.75309 2.60025
H 1.46500 -5.08044 3.60252
H 1.43121 -5.62766 1.89947
S 0.10515 0.32957 1.48676
S 2.23032 0.88109 5.19840
S 3.29132 0.75003 3.63137
S 4.42651 -0.82315 3.51380
C 8.22639 1.36951 -0.70069
C 6.84164 1.87824 -0.53671
C 5.90122 1.74451 -1.60905
C 4.64475 2.34179 -1.50154
C 4.31670 2.99142 -0.31694
C 5.17057 2.99983 0.76401
C 6.45867 2.50091 0.59683
S 2.66568 3.65275 -0.00680
C 2.52539 4.62213 -1.53852
O 1.65986 2.56018 -0.10776
H 8.82135 2.15101 -1.21057
H 8.25641 0.45224 -1.32282
H 8.68320 1.20501 0.27064
H 6.25844 1.24636 -2.51764
H 3.89304 2.20096 -2.28017
H 4.85712 3.47910 1.68873
H 7.12739 2.59955 1.42148
H 2.59429 3.99616 -2.41670
H 3.38438 5.32621 -1.57038
H 1.54637 5.11837 -1.60454
*
```

Computed properties:
HOMO-LUMO gap	5.4	eV
E_HOMO	-9.917	eV
electronic energy	-5287.43601	Eh
relative energy (zero: lowest compared OMol25 entry of this formula, charge and spin)	33.8	kJ/mol
LUMO energy	-0.1655	Ha
largest force on an atom	2.426	eV/A

Atom charges from the Mulliken analysis, given in e for atoms 1 to 4: 0.79, -1.47, 0.10, -1.45


Entry from OMol25: C5H9CuO3 as an isolated structure in a non-equilibrium geometry (the ωB97M-V functional and the def2-TZVPD basis).

```
! RIJCOSX wB97M-V def2-TZVPD def2/J DEFGRID3
* xyz 0 3
O -1.07876 0.68782 0.14295
Cu -2.39844 0.99115 -2.75357
O -1.11877 -0.21331 -1.86568
C -0.63150 -0.17571 -0.73859
C -0.14463 1.47188 0.92342
C -0.93254 2.35842 1.85264
H 0.50471 0.78217 1.47642
H 0.47382 2.05779 0.23218
H -1.54479 1.76427 2.54314
H -0.22699 2.95833 2.44305
H -1.58224 3.04227 1.29148
O 0.18253 -1.06951 -0.22898
C 0.92775 -1.89097 -1.14393
C 1.73092 -2.85620 -0.38136
H 0.15918 -2.34652 -1.82408
H 1.58789 -2.96829 0.69411
H 2.55887 -3.36390 -0.87407
H 1.53299 -1.22969 -1.78914
*
```

Computed properties:
HOMO-LUMO gap (spin up / spin down)	5.9 / 7.9	eV
E_HOMO (spin up / spin down)	-5.260 / -8.256	eV
electronic energy	-2061.96832	Eh
relative energy (zero: lowest compared OMol25 entry of this formula, charge and spin)	0.0	kJ/mol
LUMO energy (spin up / spin down)	0.0221 / -0.0147	Ha
largest force on an atom	1.786	eV/A
<S²>	2.005

Atom charges from the Mulliken analysis, given in e for atoms 1 to 4: -0.31, -0.27, -0.25, 0.61


Entry from OMol25: C2H3BiO3 as an isolated structure in a non-equilibrium geometry (the ωB97M-V functional and the def2-TZVPD basis).

```
! RIJCOSX wB97M-V def2-TZVPD def2/J DEFGRID3
* xyz 2 1
O 1.39597 1.58924 0.73097
Bi 2.35074 0.65661 -0.77028
O 0.27042 -0.20134 0.44273
C 0.25897 1.16463 0.32435
O -0.26669 1.64792 -0.68058
C -0.80552 -1.06307 0.07709
H -1.72885 -0.58650 0.41899
H -0.91873 -1.15133 -1.00849
H -0.55632 -2.05616 0.46521
*
```

Computed properties:
HOMO-LUMO gap	7.0	eV
E_HOMO	-21.042	eV
electronic energy	-517.43666	Eh
relative energy (zero: lowest compared OMol25 entry of this formula, charge and spin)	220.6	kJ/mol
LUMO energy	-0.5176	Ha
largest force on an atom	6.029	eV/A

Atom charges from the Mulliken analysis, given in e for atoms 1 to 4: -0.43, 1.82, -0.23, 0.83